DFT (ωB97M-V/def2-TZVPD) results for a 2-piece molecular cluster, C13H30FN2O4 overall.

## Properties
charge = +1
E = -27842.2397 eV
gap between HOMO and LUMO = 9.38 eV
spin multiplicity = 1
HOMO level = -11.8 eV

Last column: Löwdin charge in e.
Positions of all 50 atoms, in Å:
C: 2.15 0.50 1.10  -0.129
O: 1.90 -0.36 2.26  -0.260
C: 2.46 -1.72 2.07  -0.202
C: 3.41 -2.22 3.31  -0.131
C: 4.95 -1.65 3.28  -0.154
N: 5.82 -2.24 2.18  -0.083
F: 7.14 -2.33 2.59  -0.014
C: 5.73 -1.46 0.89  -0.249
O: 5.89 -0.15 0.73  0.001
O: 5.48 -2.27 -0.35  0.007
H: 1.48 1.48 1.06  0.091
H: 3.28 0.87 1.19  0.111
H: 2.00 -0.04 0.07  0.094
H: 1.53 -2.46 2.03  0.133
H: 2.96 -1.77 1.01  0.111
H: 3.50 -3.41 3.25  0.134
H: 2.95 -1.91 4.35  0.134
H: 5.00 -0.46 3.32  0.145
H: 5.45 -2.00 4.31  0.148
H: 5.11 -1.63 -1.04  0.131
C: -2.38 -1.57 -1.69  -0.055
C: -3.27 -0.33 -1.74  -0.150
N: -3.23 0.54 -0.46  -0.229
C: -3.72 -0.34 0.72  0.021
C: -4.28 1.68 -0.57  -0.149
C: -4.04 2.72 -1.64  -0.054
C: -1.81 1.04 -0.07  -0.046
C: -1.01 1.79 -1.15  -0.188
O: -0.77 0.97 -2.29  -0.215
C: -0.58 1.71 -3.49  -0.069
H: -2.72 -2.29 -0.94  0.079
H: -2.41 -2.08 -2.65  0.102
H: -1.33 -1.34 -1.48  0.077
H: -4.31 -0.64 -1.88  0.135
H: -3.01 0.30 -2.59  0.105
H: -4.69 -0.76 0.46  0.114
H: -3.80 0.30 1.61  0.110
H: -2.99 -1.13 0.91  0.101
H: -4.33 2.16 0.41  0.133
H: -5.24 1.19 -0.75  0.131
H: -3.34 3.49 -1.29  0.081
H: -4.97 3.24 -1.85  0.097
H: -3.67 2.31 -2.58  0.077
H: -1.24 0.15 0.23  0.128
H: -1.94 1.68 0.81  0.145
H: -0.03 2.05 -0.74  0.124
H: -1.49 2.73 -1.43  0.096
H: -0.37 2.77 -3.32  0.098
H: -1.48 1.61 -4.10  0.087
H: 0.25 1.27 -4.05  0.098

---

DFT (ωB97M-V/def2-TZVPD) results for C36H44N5O4STeV as an isolated structure.

## Properties
charge = +1
E = -97498.2956 eV
gap between HOMO and LUMO (alpha / beta) = 7.60 / 7.03 eV
spin multiplicity = 2
HOMO level (alpha / beta) = -9.7 / -9.2 eV

Last column: Mulliken spin population.
Positions of all 92 atoms, in Å:
V: -1.83 -0.84 -0.10  0.925
N: -3.66 -1.12 -1.38  0.018
C: -4.45 -2.31 -0.98  0.007
C: -3.56 -3.30 -0.24  -0.004
N: -2.76 -2.62 0.80  0.006
C: -3.50 -2.33 2.05  0.000
C: -4.07 -0.92 2.05  -0.003
N: -3.03 0.00 1.58  -0.006
H: -3.37 -1.24 -2.35  -0.001
H: -4.28 -0.31 -1.39  0.009
H: -5.27 -1.99 -0.34  -0.003
H: -4.88 -2.79 -1.85  0.000
H: -4.16 -4.11 0.18  0.000
H: -2.85 -3.74 -0.95  0.004
H: -1.99 -3.22 1.05  -0.003
H: -4.29 -3.06 2.22  -0.001
H: -2.78 -2.42 2.86  -0.001
H: -4.92 -0.84 1.38  0.002
H: -4.42 -0.67 3.05  0.000
H: -3.39 0.94 1.50  0.003
H: -2.27 0.04 2.25  0.003
C: 0.04 5.60 -4.02  0.000
C: 0.28 4.46 -3.08  0.000
C: 1.54 4.21 -2.55  0.000
C: 1.79 3.15 -1.69  0.000
C: 3.21 2.98 -1.22  0.001
C: 0.72 2.31 -1.32  0.006
Te: 1.42 0.74 -0.02  0.011
N: -0.08 -0.20 0.94  0.021
C: 0.33 -1.19 1.79  0.000
O: -0.52 -1.79 2.47  0.014
C: 1.77 -1.61 1.91  -0.011
C: 2.39 -2.28 0.85  -0.003
C: 3.67 -2.80 1.01  0.000
C: 4.32 -2.66 2.23  0.000
C: 3.71 -1.99 3.28  0.000
C: 2.43 -1.47 3.13  -0.001
C: 1.95 1.97 1.61  0.003
C: 3.25 1.87 2.10  -0.002
C: 4.32 0.99 1.52  0.000
C: 3.60 2.68 3.19  0.000
C: 2.70 3.55 3.78  0.000
C: 3.09 4.39 4.95  0.000
C: 1.41 3.62 3.26  0.000
C: 1.01 2.86 2.17  -0.001
C: -0.37 3.06 1.63  0.003
C: -0.55 2.52 -1.87  0.002
C: -1.73 1.63 -1.65  0.013
C: -0.74 3.59 -2.73  0.000
H: 0.89 6.29 -4.03  0.000
H: -0.85 6.16 -3.74  0.000
H: -0.10 5.23 -5.04  0.000
H: 2.37 4.86 -2.82  0.000
H: 3.87 3.59 -1.84  0.000
H: 3.57 1.95 -1.30  0.000
H: 3.35 3.30 -0.18  0.000
H: 1.87 -2.39 -0.09  0.002
H: 4.14 -3.33 0.20  0.000
H: 5.32 -3.07 2.36  0.000
H: 4.22 -1.88 4.23  0.000
H: 1.93 -0.99 3.95  0.000
H: 3.93 0.12 0.98  0.000
H: 4.95 0.61 2.32  0.000
H: 4.95 1.56 0.84  0.000
H: 4.61 2.61 3.58  0.000
H: 4.16 4.31 5.16  0.000
H: 2.54 4.08 5.85  0.000
H: 2.85 5.44 4.78  0.000
H: 0.70 4.31 3.70  0.000
H: -1.00 3.53 2.38  0.000
H: -0.84 2.13 1.33  0.004
H: -0.36 3.72 0.76  0.000
H: -1.56 1.03 -0.76  -0.036
H: -1.86 0.96 -2.50  -0.001
H: -2.64 2.21 -1.48  -0.001
H: -1.73 3.74 -3.14  0.000
O: -1.82 -2.43 -5.82  0.000
S: -2.22 -2.48 -4.45  -0.001
O: -3.63 -2.42 -4.13  0.001
N: -1.47 -1.34 -3.52  0.007
C: -0.81 -1.90 -2.54  0.017
O: -0.32 -1.25 -1.55  0.003
C: -0.76 -3.40 -2.57  -0.005
C: -0.14 -4.28 -1.69  -0.001
C: -0.29 -5.64 -1.91  0.000
C: -1.06 -6.11 -2.98  0.000
C: -1.69 -5.24 -3.86  0.000
C: -1.52 -3.89 -3.63  0.003
H: 0.45 -3.91 -0.87  -0.002
H: 0.18 -6.35 -1.25  0.000
H: -1.17 -7.18 -3.12  0.000
H: -2.29 -5.60 -4.68  0.000

---

DFT (ωB97M-V/def2-TZVPD) results for C35H39CoN4O3P as an isolated structure.

## Properties
charge = +1
E = -95942.4746 eV
gap between HOMO and LUMO (alpha / beta) = 6.33 / 6.06 eV
spin multiplicity = 5
HOMO level (alpha / beta) = -9.9 / -10.0 eV

Last column: Mulliken spin population.
Positions of all 83 atoms, in Å:
Co: 0.43 0.37 0.71  2.625
O: -1.20 0.06 -0.61  0.041
C: -1.18 0.29 -1.86  0.013
C: -2.33 0.81 -2.53  0.010
C: -2.26 1.21 -3.82  0.001
C: -1.05 1.16 -4.56  0.002
C: 0.06 0.64 -3.99  0.001
C: 0.02 0.11 -2.66  0.006
C: 1.19 -0.44 -2.14  0.000
N: 1.31 -1.25 -1.08  0.035
C: 2.70 -1.59 -0.69  0.014
C: 3.28 -0.52 0.25  0.005
N: 2.33 -0.19 1.28  0.051
C: 2.67 -0.22 2.52  -0.009
C: 1.84 0.12 3.65  -0.003
C: 2.32 -0.26 4.92  -0.002
C: 1.61 -0.03 6.06  0.008
C: 0.38 0.64 5.96  -0.003
C: -0.11 1.05 4.75  0.010
C: 0.60 0.82 3.54  0.015
O: 0.10 1.25 2.42  0.102
H: -3.24 0.88 -1.95  0.000
H: -3.15 1.60 -4.30  0.000
H: -1.02 1.52 -5.58  0.000
H: 0.99 0.57 -4.54  0.000
H: 2.13 -0.17 -2.62  -0.004
H: 3.32 -1.69 -1.57  -0.004
H: 2.68 -2.55 -0.18  -0.004
H: 3.50 0.39 -0.33  -0.001
H: 4.23 -0.88 0.65  0.003
H: 3.69 -0.54 2.76  0.003
H: 3.28 -0.76 4.97  -0.001
H: 1.99 -0.34 7.02  0.000
H: -0.20 0.83 6.85  0.000
H: -1.05 1.58 4.67  0.000
C: -0.13 -2.62 3.26  0.016
P: -0.44 -1.83 1.65  0.032
C: 0.27 -2.97 0.44  0.320
C: 0.31 -2.43 -0.96  -0.064
C: 0.73 -3.44 -1.98  0.291
C: 1.24 -4.65 -1.63  -0.090
C: 1.31 -5.04 -0.27  0.377
C: 0.78 -4.20 0.73  -0.097
C: -2.24 -2.02 1.43  0.030
C: -2.83 -3.19 0.97  0.000
C: -4.21 -3.28 0.86  0.002
C: -5.00 -2.20 1.22  0.001
C: -4.42 -1.03 1.69  0.000
C: -3.04 -0.93 1.78  0.013
H: -0.59 -3.61 3.32  0.003
H: -0.57 -1.98 4.03  -0.003
H: 0.94 -2.68 3.45  -0.002
H: -0.65 -2.00 -1.21  0.160
H: 0.65 -3.15 -3.02  0.014
H: 1.57 -5.33 -2.40  0.001
H: 1.72 -6.00 -0.01  0.004
H: 0.77 -4.55 1.75  0.001
H: -2.22 -4.04 0.69  0.002
H: -4.67 -4.19 0.50  0.001
H: -6.08 -2.27 1.14  0.000
H: -5.03 -0.18 1.97  0.000
H: -2.57 -0.01 2.12  0.003
C: -1.37 3.19 0.23  0.005
N: -0.64 3.38 -1.02  0.002
C: -1.28 4.23 -2.02  0.000
C: -0.24 5.04 -2.76  0.000
C: 0.79 4.09 -3.34  0.000
N: 1.29 3.19 -2.31  0.001
C: 2.57 2.59 -2.59  0.000
C: 0.59 2.84 -1.20  0.012
O: 1.08 2.00 -0.41  0.042
H: -2.20 2.49 0.10  0.000
H: -1.76 4.15 0.55  0.000
H: -0.71 2.82 1.01  0.002
H: -1.97 4.89 -1.50  0.000
H: -1.86 3.62 -2.71  0.000
H: 0.24 5.74 -2.08  0.000
H: -0.71 5.62 -3.56  0.000
H: 1.64 4.64 -3.74  0.000
H: 0.35 3.51 -4.16  0.000
H: 2.53 2.02 -3.52  0.000
H: 2.85 1.93 -1.77  0.001
H: 3.34 3.36 -2.69  0.000

---

DFT (ωB97M-V/def2-TZVPD) results for C23H31AsCl6CoF6NO4Si as an isolated structure.

## Properties
charge = +1
E = -231817.9123 eV
gap between HOMO and LUMO (alpha / beta) = 8.91 / 5.41 eV
spin multiplicity = 6
HOMO level (alpha / beta) = -12.8 / -12.8 eV

Last column: Mulliken spin population.
Positions of all 74 atoms, in Å:
Co: -0.59 1.19 1.70  3.138
Cl: -0.11 0.60 5.05  0.040
C: -1.36 -0.27 4.28  0.122
C: -1.62 -0.08 2.95  0.158
C: -2.74 -0.77 2.46  0.186
Cl: -3.27 -0.45 0.90  0.130
C: -3.50 -1.74 3.23  0.137
Cl: -4.76 -2.59 2.51  0.054
C: -3.17 -1.94 4.55  -0.008
Cl: -4.02 -3.07 5.50  -0.004
C: -2.11 -1.20 5.10  0.212
Cl: -1.71 -1.41 6.71  0.113
F: -0.71 2.90 2.70  0.052
As: -2.26 3.79 2.10  -0.003
F: -3.11 2.58 2.99  0.000
F: -2.17 4.80 3.45  0.001
F: -3.66 4.42 1.41  0.000
F: -1.20 4.77 1.20  0.000
F: -2.09 2.54 0.82  0.020
Cl: 4.02 -1.80 2.79  0.001
C: 3.33 -0.23 2.69  0.004
C: 4.09 0.91 2.93  -0.004
C: 3.47 2.14 2.86  0.006
C: 2.12 2.20 2.56  0.010
N: 1.40 1.10 2.33  0.072
C: 1.99 -0.10 2.38  -0.019
H: 5.14 0.81 3.17  0.000
H: 4.02 3.05 3.03  0.000
H: 1.59 3.15 2.51  0.001
H: 1.38 -0.97 2.18  0.009
C: 2.79 1.56 -1.22  -0.002
C: 2.80 0.15 -1.78  -0.002
C: 2.75 0.14 -3.30  0.001
C: 4.01 -0.62 -1.28  0.001
O: 1.65 -0.57 -1.27  0.037
Si: 0.07 -0.23 -1.30  0.037
O: -0.28 0.45 0.20  0.439
O: -0.83 -1.57 -1.42  0.027
C: -0.56 -2.94 -1.04  -0.003
C: 0.37 -3.56 -2.06  0.000
C: 0.06 -2.98 0.35  0.005
C: -1.91 -3.64 -1.05  0.003
O: -0.29 0.85 -2.43  0.022
C: -1.47 1.15 -3.23  -0.002
C: -2.72 0.96 -2.39  0.001
C: -1.46 0.21 -4.42  0.001
C: -1.31 2.60 -3.65  0.000
H: 3.69 2.10 -1.54  0.000
H: 2.78 1.54 -0.13  0.002
H: 1.92 2.11 -1.57  0.000
H: 3.63 0.64 -3.70  0.000
H: 1.86 0.66 -3.65  0.000
H: 2.74 -0.88 -3.67  0.000
H: 4.93 -0.15 -1.63  0.000
H: 3.99 -1.65 -1.64  0.000
H: 4.03 -0.64 -0.19  0.000
H: 1.32 -3.03 -2.08  -0.001
H: -0.08 -3.52 -3.06  0.000
H: 0.57 -4.61 -1.82  0.000
H: 1.04 -2.50 0.35  0.001
H: 0.18 -4.01 0.69  0.000
H: -0.59 -2.46 1.07  0.003
H: -2.37 -3.56 -2.03  -0.001
H: -2.59 -3.19 -0.32  0.000
H: -1.80 -4.70 -0.81  0.000
H: -2.84 -0.09 -2.12  -0.001
H: -3.60 1.27 -2.96  0.000
H: -2.68 1.58 -1.49  0.004
H: -1.51 -0.83 -4.09  0.000
H: -0.55 0.35 -5.01  0.000
H: -2.32 0.41 -5.07  0.000
H: -1.30 3.25 -2.78  0.000
H: -2.13 2.90 -4.30  0.000
H: -0.37 2.73 -4.19  0.000